Molecular formula: C28H83N7O10
Method: DFT, the ωB97M-V functional and the def2-TZVPD basis

The gap between HOMO and LUMO comes out at 7.569 eV. The value obtained for the LUMO energy is 0.514 eV. For the relative energy (zero: lowest compared OMol25 entry of this formula, charge and spin), the calculation gives 796.41 kcal/mol.

ORCA input file:
```
! wB97M-V def2-TZVPD RIJCOSX def2/J DEFGRID3
* xyz 0 1
O 33.7964 -3.4595 4.0829
O 35.8199 -8.1591 5.2317
O 35.5137 -4.1030 -1.9978
O 31.2935 -2.7709 3.4538
O 30.6226 -10.2086 2.6698
O 33.2375 -5.0688 2.3952
O 35.4641 -0.9692 0.1238
O 33.1346 -1.7288 2.8023
O 31.7429 -6.0783 5.1384
O 35.6139 -1.8766 3.9298
N 34.5127 -6.0185 3.6061
N 32.4428 -3.3964 0.7621
N 31.4795 -6.8605 1.2147
N 36.2118 -4.7484 3.6857
N 32.0993 -4.8865 -0.7084
N 35.2323 -4.2856 1.9081
N 34.1995 -6.1214 7.8980
C 36.7558 -2.3905 4.5963
C 32.6846 -5.5649 6.0777
C 37.2117 -2.8938 1.5429
C 35.7292 -2.9248 1.5560
C 30.8384 -2.0406 4.5617
C 35.1678 -2.4145 0.2565
C 32.9943 -8.0604 2.7542
C 35.2808 -7.1644 3.1428
C 36.4595 -7.5441 4.1164
C 36.3123 -3.7789 -3.1506
C 36.6879 -9.0399 5.8386
C 30.5654 -8.7457 2.3138
C 35.7334 -6.7109 1.7774
C 34.5721 -0.3457 -0.7922
C 32.1893 -7.0491 8.0044
C 30.6618 -2.4908 2.2693
C 30.6856 -4.8925 1.4423
C 36.4477 -3.9381 4.9430
C 37.6101 -4.6120 5.5989
C 34.2233 -5.9400 -0.1557
C 33.2050 -6.6912 6.9937
C 33.5201 -4.7461 -0.7396
C 31.4841 -5.0848 4.1292
C 31.2374 -11.0154 1.7064
C 31.8474 -8.1472 1.7343
C 30.9831 -3.4824 1.0758
C 34.1037 -4.3787 -2.1435
C 35.8571 -0.5563 3.3966
H 29.8386 -2.2850 4.9206
H 36.2913 -9.4650 6.7605
H 36.8962 -6.6336 4.5267
H 37.1787 -3.2187 -2.7990
H 29.7397 -8.6172 1.6140
H 33.9579 -5.1756 -2.8727
H 37.0421 -9.7955 5.1373
H 35.7192 -3.2244 -3.8778
H 34.2349 -4.1349 1.8587
H 31.8471 -4.3470 -1.5241
H 33.6740 -7.4952 6.4264
H 37.6201 -3.0277 2.5446
H 34.2824 -6.7989 -0.8242
H 34.3106 -6.2392 4.5707
H 32.2328 -8.6236 0.8328
H 29.6818 -4.8551 1.8654
H 36.4872 -7.4333 1.4642
H 32.2914 -10.7431 1.7622
H 34.7020 -8.0737 2.9806
H 36.5003 -0.5937 2.5174
H 30.4946 -3.1296 0.1675
H 35.0943 -5.1927 3.5988
H 31.1923 -7.2782 7.6278
H 33.5655 -0.2849 -0.3784
H 34.8273 -6.7619 1.1736
H 33.6847 -4.5349 3.0517
H 35.7086 -3.0154 -0.4746
H 34.6429 -3.1579 4.4125
H 36.9298 -1.8340 5.5172
H 36.1265 0.3222 3.9829
H 36.1389 -5.7096 1.6320
H 31.8876 -6.1203 8.4886
H 33.5648 -5.1620 5.5767
H 34.7908 -6.8582 8.2551
H 33.4700 -2.4078 3.3877
H 34.4670 -0.7523 -1.7980
H 35.2143 -5.5701 0.1076
H 30.8155 -0.9693 4.3619
H 37.6322 -8.6266 6.1930
H 30.9619 -1.5007 1.9262
H 33.2557 -9.0644 3.0883
H 35.5654 -4.1641 3.1750
H 37.2213 -5.5198 6.0602
H 33.6103 -4.2509 4.5882
H 30.7352 -10.9442 0.7416
H 31.2188 -12.0597 2.0179
H 37.6092 -3.6984 0.9242
H 33.5406 -3.5634 -2.5977
H 33.6886 -3.8137 -0.2008
H 37.8403 -2.0629 1.2225
H 30.6949 -5.4944 3.4987
H 37.0615 -4.6374 3.1511
H 32.6340 -7.7435 8.7172
H 35.3469 -2.2366 2.3099
H 34.8788 0.6996 -0.7533
H 31.5413 -2.1190 5.3911
H 37.9003 -3.9971 6.4509
H 30.2831 -8.1379 3.1735
H 32.2677 -6.2992 0.9253
H 35.5169 -4.9609 1.2130
H 37.5504 -2.3449 3.8515
H 31.9033 -5.8614 -0.8854
H 30.6153 -5.5066 0.5445
H 33.9178 -7.6507 2.3449
H 32.4170 -2.1515 2.3306
H 29.5839 -2.4861 2.4315
H 34.9353 -0.3045 2.8721
H 38.3925 -4.6710 4.8422
H 32.7057 -4.1446 0.1367
H 32.7336 -7.4328 3.6065
H 36.6406 -4.6655 -3.6932
H 34.0924 -2.5915 0.2669
H 32.9985 -3.5447 1.5924
H 33.8286 -6.2739 0.8039
H 37.1214 -8.1663 3.5139
H 32.3230 -4.8854 3.4624
H 32.2727 -4.7452 6.6663
H 31.1052 -4.1582 4.5604
H 30.9086 -6.9565 0.3871
H 31.2395 -5.3791 2.2451
H 34.7634 -5.3803 7.5070
H 35.6134 -4.0556 5.6346
H 33.5552 -5.9580 2.5521
*
```

---

Molecular formula: C21H56F8HfNO25PS9
Method: DFT, the ωB97M-V functional and the def2-TZVPD basis

The gap between HOMO and LUMO (spin up / spin down) comes out at 7.637 / 3.234 eV. The value obtained for the LUMO energy (spin up / spin down) is -9.629 / -14.032 eV.

ORCA input file:
```
! wB97M-V def2-TZVPD RIJCOSX def2/J DEFGRID3
* xyz 3 2
Hf -0.6185 -0.4545 0.3655
S -1.8753 -3.8865 0.6194
S 2.9561 0.9043 -0.4058
S 0.8814 -1.1652 -3.1812
S 1.8956 -3.3999 0.1144
S 1.4712 -1.1938 3.4431
S -2.8932 -2.8841 -1.1207
S -4.0483 1.3022 0.1497
S -2.3931 -1.0454 3.6817
S -0.6513 2.4817 -2.0959
P -0.4302 2.9869 2.1292
F -2.8299 -1.3940 -1.7119
F -0.8677 -3.5258 1.8176
F -0.9757 1.5479 1.6851
F -1.0325 2.6441 3.6528
F 0.3916 3.1645 0.7362
F 0.1858 4.4047 2.6005
F -1.7481 3.5996 1.5807
F 0.9213 2.2405 2.5703
O 2.0723 -4.1635 1.3592
O -1.1900 -0.7825 4.8151
O -1.2690 3.9054 -1.4398
O -1.0859 -4.9009 -0.0587
O 0.7571 -0.5752 2.2944
O 2.3479 -1.0597 -3.0967
O 1.4125 -4.3868 -1.0900
O 0.2626 -0.1329 -4.3616
O -4.6726 1.8371 1.3227
O -1.8148 -0.6203 2.3949
O -4.3198 -2.8454 -0.7402
O -2.8763 0.4132 0.2876
O 2.9521 1.6407 -1.8885
O 0.6519 2.7761 -2.7176
O -0.7440 1.4056 -1.0804
O 1.1246 -2.1603 0.0274
O -2.3767 -3.5386 -2.3210
O 0.0380 -1.0296 -1.9752
O 4.0656 0.0016 -0.3722
O -3.0819 -4.2696 1.4049
O -3.5868 2.5613 -0.8774
O 0.8385 -2.3722 4.0741
O -2.9136 -2.4050 3.9097
O 2.9946 -1.8062 2.8827
O 1.5731 0.4831 -0.0067
N -1.7394 -2.3474 0.0597
C -4.4808 3.5342 -1.1468
C -1.9729 2.2719 -3.4203
C 3.8386 3.0541 -3.6380
C 4.8529 -3.1979 3.0404
C 0.4451 -2.7790 -4.0382
C -3.6143 0.2639 4.3696
C -1.5295 6.1469 -1.0077
C -5.4319 0.5437 -0.8907
C -1.3650 -1.2063 6.1745
C 0.9585 -0.0008 -5.6238
C 0.1150 0.3284 -6.8244
C 3.4072 2.3994 0.5708
C 1.9135 -5.7118 -1.1190
C 3.5654 -3.0289 -0.4573
C 3.8990 -2.3326 3.8343
C 4.1942 2.1898 -2.4269
C 1.0859 -6.3706 -2.2041
C 2.1014 0.0202 4.5902
C -4.5437 4.5219 0.0070
C -0.1825 -1.2505 7.1085
C -0.9674 5.1272 -2.0187
H 5.4364 -2.5961 2.3436
H -2.6088 6.1615 -1.1591
H -5.0349 4.0895 0.8786
H -1.9310 -2.1375 6.1983
H 1.3639 -7.4041 -2.4109
H -1.2900 5.9566 0.0385
H -2.9976 2.2279 -3.0512
H -0.6236 1.1120 -6.6555
H 3.3524 2.4383 -4.3945
H 4.8030 3.4124 -3.9978
H 0.4126 -0.3377 7.1366
H 4.0932 -2.3772 0.2390
H -6.3008 1.1451 -0.6233
H 1.4101 -3.0355 -4.4754
H 3.3966 -3.0237 4.5111
H 3.1050 2.1611 1.5906
H 0.7355 0.5239 -7.6989
H 2.9459 0.4428 4.0458
H -3.0375 1.0739 4.8161
H 3.6362 -2.4936 -1.4041
H -0.5513 -1.4199 8.1201
H -2.1391 -0.5182 6.5143
H -0.2790 -2.5774 -4.8276
H -5.4396 3.1203 -1.4589
H 2.9759 -5.7216 -1.3628
H 1.9050 -6.2152 -0.1522
H -5.2439 5.2700 -0.3648
H -4.2426 -0.2084 5.1249
H 4.4437 -1.5687 4.3891
H -1.9506 2.8356 -4.3529
H 0.0434 5.4865 -2.2116
H -5.4579 -0.4924 -0.5532
H 4.3301 -3.9989 2.5176
H 3.0972 3.7998 -3.3509
H -5.0444 0.5635 -1.9093
H -3.5920 4.9623 0.3042
H 0.0140 -6.3750 -2.0066
H 1.6377 0.8314 -5.4385
H -1.2742 7.1478 -1.3558
H 4.4869 2.5469 0.5919
H 4.6491 2.8644 -1.7016
H -1.9035 1.2267 -3.7217
H 0.4999 -2.0421 6.7988
H 1.5800 -0.8718 -5.8316
H 1.2346 -5.6765 -3.0312
H -1.4177 5.2818 -2.9992
H 4.9494 1.4494 -2.6907
H 2.8870 3.2703 0.1718
H 2.4523 -0.5850 5.4261
H 5.6527 -3.6448 3.6307
H 1.2855 0.7011 4.8327
H 0.1141 -3.4114 -3.2145
H -0.5608 -0.5011 -7.0323
H -4.1559 0.6300 3.4974
H 4.0987 -3.9709 -0.5857
H -3.9993 3.9936 -2.0100
*
```

---

Molecular formula: C5H6O
Method: DFT, the ωB97M-V functional and the def2-TZVPD basis

The gap between HOMO and LUMO (spin up / spin down) comes out at 8.113 / 7.874 eV. The value obtained for the LUMO energy (spin up / spin down) is 0.271 / -0.326 eV. For the relative energy (zero: lowest compared OMol25 entry of this formula, charge and spin), the calculation gives 127.63 kcal/mol.

ORCA input file:
```
! wB97M-V def2-TZVPD RIJCOSX def2/J DEFGRID3
* xyz 0 1
O 2.9873 -0.0516 0.5676
C 2.3801 -0.4236 -0.3750
C -0.2421 0.8409 -0.7545
C -1.5236 -1.2580 0.1428
C -0.5930 1.2427 0.6269
C -0.9526 -0.0635 -0.0010
H 0.1801 1.2682 1.3895
H -1.5086 -1.9737 -0.6611
H -1.3609 1.9947 0.7871
H -2.0084 -1.5552 1.0561
H 0.0121 1.2165 -1.7142
H 2.6295 -1.2375 -1.0643
*
```

---

Molecular formula: C21H23BrCl2DyN9
Method: DFT, the ωB97M-V functional and the def2-TZVPD basis

The gap between HOMO and LUMO (spin up / spin down) comes out at 6.633 / 6.780 eV. The value obtained for the LUMO energy (spin up / spin down) is -5.672 / -5.549 eV.

ORCA input file:
```
! wB97M-V def2-TZVPD RIJCOSX def2/J DEFGRID3
* xyz 2 6
Dy -0.9853 -0.5280 -0.3660
Br -1.4417 -1.7099 -6.4890
Cl 1.3503 3.6652 -0.6641
Cl 1.2610 -1.7882 -0.9965
N -5.5852 -0.7894 -1.4159
N -3.4851 -0.6748 -0.9083
N -5.5307 -1.1982 -0.1375
N -1.0940 0.0346 -2.7989
N -3.9456 -1.9542 3.7431
N 1.7088 -0.5259 2.3288
N 0.3146 0.9313 0.0383
N 3.7360 0.8263 3.8557
N -2.3453 -1.4003 1.5537
C -4.3728 -0.4844 -1.8718
C -1.4033 0.9293 -5.4043
C 1.9104 -0.1619 -1.4878
C 1.9335 2.1741 -1.3331
C -1.3334 -0.4298 -5.1243
C 2.8824 -0.1822 -2.4681
C 1.3286 0.9706 -0.8643
C -1.3103 1.8290 -4.3559
C -1.8099 -1.6659 2.7476
C -1.1835 -0.8363 -3.8085
C -3.6817 -1.4329 1.4493
C 2.7499 -1.2730 2.9990
C 2.9278 2.2078 -2.2874
C -4.4791 -1.6991 2.5587
C -2.6228 -1.9451 3.8380
C -1.1427 1.3454 -3.0695
C -4.2535 -1.1137 0.1350
C 1.4308 0.7459 2.9821
C 4.0431 -0.4829 3.1709
C 3.4075 1.0347 -2.8664
C 2.6688 1.6152 3.1264
H 3.3294 3.1656 -2.5880
H 3.4147 0.6420 4.8089
H -1.0319 2.0204 -2.2265
H 2.9829 -2.1804 2.4411
H 4.4814 -0.2222 2.2076
H -1.1282 -1.8913 -3.5644
H -2.1903 -2.1604 4.8067
H 3.0894 1.8792 2.1553
H 0.7061 1.2881 2.3738
H 3.2164 -1.1181 -2.8924
H -5.5582 -1.7015 2.4738
H 2.4928 2.5234 3.7005
H -4.1756 -0.1338 -2.8716
H 4.1866 1.0762 -3.6133
H -6.4703 -0.7517 -1.9002
H 2.3793 -1.5962 3.9773
H 4.7850 -1.0026 3.7756
H 4.5875 1.3829 3.9406
H -1.5222 1.2702 -6.4238
H -0.7283 -1.6340 2.8285
H -1.3492 2.8945 -4.5307
H 1.8633 -0.3455 1.3421
H 0.9915 0.5618 3.9697
*
```

---

| no. | E_tot (hartree) |
| --- | --- |
| 1 | -2250.89256 |
| 2 | -7540.41808 |
| 3 | -269.14285 |
| 4 | -5685.78949 |